The following is a quantum chemistry calculation of C12H17NO2 as an isolated structure in a non-equilibrium geometry, from the Open Molecules 2025 dataset.

Last column: Löwdin charge in e.
Element x y z (Å)
C1 0.9202 3.4738 0.3188  -0.202
C2 0.2025 1.1881 -0.4785  -0.085
C3 -1.1993 1.4011 -0.2141  0.038
C4 -2.0721 0.3851 -0.1953  -0.144
C5 -3.2572 0.4483 0.8633  -0.056
C6 -3.7529 -1.0159 0.4470  -0.141
C7 -1.6938 -0.9318 -0.3908  -0.273
C8 -0.3679 -1.1173 -0.6652  0.082
C9 0.6026 -0.0788 -0.7016  -0.195
C10 1.8879 -0.5046 -1.0051  -0.190
C11 2.9419 -1.1487 -0.0339  -0.485
C12 3.3421 -0.2742 1.2570  -0.125
H1 0.4885 3.4493 1.3439  0.090
H2 1.8600 4.2385 0.2849  0.134
H3 0.1500 4.0894 -0.2946  0.097
H4 -1.4449 2.3708 -0.0072  0.084
H5 -4.0657 1.1573 0.6919  0.099
H6 -3.0792 0.5020 1.9478  0.109
H7 -4.5372 -0.6114 -0.3566  0.148
H8 -4.3401 -1.6594 1.0908  0.109
H9 -0.1651 -2.1057 -0.7902  0.097
H10 2.5465 0.3551 -1.4956  0.169
H11 2.0802 -1.1977 -1.6974  0.059
H12 3.8945 -1.2517 -0.8698  0.166
H13 2.8872 0.9172 0.9320  0.118
H14 4.6829 -0.2266 1.6426  0.133
H15 2.6124 -1.2770 2.0707  0.169
H16 3.4436 -2.9069 1.0028  0.116
H17 2.5761 -3.3557 -0.2651  0.101
N1 2.4592 -2.5506 0.5063  -0.080
O1 1.1615 2.3361 -0.3551  -0.150
O2 -2.6774 -1.7840 -0.1427  0.009

Forces on atoms 1 to 2 (eV/Å):
C -1.20 4.84 -0.58
C -1.37 3.83 1.37

Summary:
Lowest unoccupied orbital energy in eV: 0.75
Largest force on an atom in Eh/bohr: 0.148
Frontier orbital gap in eV: 8.9
Energy above the lowest of the compared OMol25 structures with the same formula, charge and spin in eV: 8.772
HOMO level in eV: -8.168


The following is a quantum chemistry calculation of C2H4FIO as an isolated structure in a non-equilibrium geometry, from the Open Molecules 2025 dataset.

Last column: Löwdin charge in e.
Element x y z (Å)
C1 -0.1553 -0.1569 -0.7511  -0.076
C2 1.8802 -0.0252 0.0956  -0.803
O1 1.2136 -0.0924 -1.0113  -0.161
F1 1.6333 -1.5269 0.9602  -0.322
I1 3.9238 0.1299 -0.0518  0.974
H1 -0.7289 0.4727 -1.4437  0.111
H2 -0.3790 0.2359 0.1701  0.051
H3 -0.4470 -1.2404 -0.6154  0.130
H4 1.3347 0.4683 0.9171  0.097

Forces on atoms 1 to 2 (eV/Å):
C -1.81 -1.88 -1.34
C -0.77 -2.32 2.86

Summary:
Lowest unoccupied orbital energy in eV: 0.31
Largest force on an atom in Eh/bohr: 0.073
Frontier orbital gap in eV: 10.5
Energy above the lowest of the compared OMol25 structures with the same formula, charge and spin in eV: 1.289
HOMO level in eV: -10.157


The following is a quantum chemistry calculation of an isolated molecule of C7H11NO in a non-equilibrium geometry, from the Open Molecules 2025 dataset.

Last column: Löwdin charge in e.
Element x y z (Å)
C1 1.2830 1.1877 1.2489  -0.263
O1 1.0112 2.3052 0.4496  -0.081
C2 -0.9463 0.9069 -1.1080  0.010
C3 -1.7532 1.3071 -1.9230  0.127
H1 0.4927 2.0785 -0.3504  0.035
H2 0.5712 1.1597 2.0842  0.094
H3 2.2731 1.3167 1.6924  0.120
H4 -2.3529 1.7747 -2.6604  0.036
C4 -0.2607 -1.6057 -0.9992  -0.093
C5 -1.3165 -0.5735 0.9369  -0.056
N1 -0.3103 -0.4337 -0.1296  -0.192
C6 1.2318 -0.1130 0.4780  -0.321
C7 2.1859 -0.9591 0.2271  0.013
H5 0.4316 -2.3158 -0.5149  0.073
H6 -1.2425 -2.0644 -1.1322  0.096
H7 0.1425 -1.3270 -1.9684  0.099
H8 -1.0062 -1.3850 1.6013  0.115
H9 -2.2963 -0.7999 0.5187  0.095
H10 -1.3767 0.3549 1.4985  0.092
H11 3.2386 -0.8142 0.0504  0.003

Forces on atoms 1 to 2 (eV/Å):
C -1.15 -0.80 -0.39
O -0.43 1.20 -0.86

Summary:
Lowest unoccupied orbital energy (alpha / beta) in eV: -0.81 / -0.81
Largest force on an atom in Eh/bohr: 0.084
Frontier orbital gap (alpha / beta) in eV: 5.8 / 5.8
Energy above the lowest of the compared OMol25 structures with the same formula, charge and spin in eV: 9.352
HOMO level (alpha / beta) in eV: -6.567 / -6.566


The following is a quantum chemistry calculation of a 2-piece molecular cluster, CH3Cl2OPS overall in a non-equilibrium geometry, from the Open Molecules 2025 dataset.

Last column: Löwdin charge in e.
Element x y z (Å)
C1 0.3925 0.4588 0.9802  -0.854
O1 -1.2342 -1.8039 -0.5779  -0.844
P1 0.5828 -0.0490 -0.7952  0.376
S1 -1.7974 -3.1689 -0.6504  0.767
Cl1 -0.2740 2.1208 1.1114  0.435
Cl2 1.8424 1.3906 -1.2834  0.154
H1 1.4299 0.4459 1.3692  0.038
H2 -0.4609 0.0007 1.4016  -0.017
H3 -0.4810 0.6049 -1.5554  -0.056

Forces on atoms 1 to 2 (eV/Å):
C -0.19 1.49 -1.62
O -0.49 -0.10 0.18

Summary:
Lowest unoccupied orbital energy (alpha / beta) in eV: -2.12 / -2.12
Largest force on an atom in Eh/bohr: 0.048
Frontier orbital gap (alpha / beta) in eV: 6.7 / 6.7
Energy above the lowest of the compared OMol25 structures with the same formula, charge and spin in eV: 4.919
HOMO level (alpha / beta) in eV: -8.853 / -8.836